1.
Computed, not measured: C6H18CaFO3 as an isolated structure at a distorted geometry, with the ωB97M-V functional and the def2-TZVPD basis.

```
29
Properties=species:S:1:pos:R:3:forces:R:3
Ca -2.30049 0.91407 3.86868 1.866 -0.570 -2.831
F -0.90294 0.56142 1.98886 -1.815 0.690 2.612
O 1.54754 1.74408 0.85554 -1.355 1.499 -0.004
O -2.72556 1.13698 -0.27655 0.308 0.115 0.354
O 0.20765 -1.92459 1.23290 0.471 0.200 0.619
C 3.27390 0.28329 1.07674 1.454 -0.103 1.317
C 2.73249 1.62548 1.59221 0.961 -1.339 -1.337
C -3.13269 1.14160 -2.61046 0.926 -0.184 -0.800
C -2.24393 1.68707 -1.50771 -0.636 0.004 -0.316
C 0.54779 -3.29950 -0.67833 0.280 -0.484 0.002
C -0.10922 -2.05963 -0.12996 -0.596 -0.650 -0.517
H 2.57272 -0.53891 1.21963 -0.322 0.203 -0.453
H -1.18865 -2.18874 -0.20917 -0.273 0.197 -0.226
H 0.03106 -1.00765 1.45569 -0.085 0.129 0.207
H 0.81704 1.29507 1.28721 -0.017 -0.168 0.143
H -3.04792 0.05539 -2.64319 -0.421 -0.145 0.571
H 0.18603 -1.18049 -0.70272 0.033 0.138 -0.024
H 1.60403 -3.12405 -0.88243 -0.016 -0.103 -0.080
H -1.99059 1.18494 0.33918 0.213 -0.225 0.226
H 3.64642 0.40785 0.05998 -0.597 -0.168 -0.121
H 0.05023 -3.69645 -1.56319 0.076 0.404 -0.247
H -2.22510 2.77455 -1.43600 -0.381 0.190 -0.165
H -1.20526 1.42843 -1.71352 0.074 -0.455 0.185
H 3.40866 2.41029 1.25313 -0.109 0.157 0.041
H 2.66395 1.73550 2.67447 -0.407 -0.261 0.143
H 4.14943 -0.06485 1.62478 0.305 0.168 0.262
H -2.67038 1.35585 -3.57402 -0.141 0.632 -0.147
H 0.47634 -4.12453 0.03041 0.046 0.137 0.298
H -4.17259 1.46754 -2.63217 0.158 -0.004 0.285
```
Positions in Å, forces in eV/Å.

The total energy is -1242.30318 Ha. As for the charge: +1. The HOMO energy comes out at -12.0 eV. The max |F| is 3.4 eV/Å. The lowest unoccupied orbital energy comes out at -7.19 eV. The HOMO-LUMO gap is 4.788 eV.

2.
Computed, not measured: a 4-piece molecular cluster, C6H18ClO3S overall at a distorted geometry, with the ωB97M-V functional and the def2-TZVPD basis.

```
29
Properties=species:S:1:pos:R:3:forces:R:3
Cl 0.22948 -0.80476 0.06393 0.116 0.059 -0.249
S 0.64048 2.04024 1.48093 -2.914 1.515 0.910
O -1.72052 1.93024 -0.63907 0.515 -6.457 0.179
O 0.60948 -3.27176 -1.55607 -1.644 -6.278 -8.065
O 0.53748 3.44824 2.04193 -0.166 -0.581 -0.350
C 0.28448 -4.42076 -0.87207 -2.350 0.054 0.059
C 2.17548 1.52724 1.90693 4.271 1.557 1.664
C -1.07752 2.89024 -1.25407 0.287 4.766 -2.664
C -2.09652 4.13924 -1.51307 2.683 -2.685 4.089
C 0.56248 -5.70476 -1.69207 -4.305 2.687 2.986
C -0.16152 0.95424 2.66593 -1.702 0.962 1.768
H -2.44352 4.35624 -0.48907 -0.704 -0.621 -0.220
H 0.02448 -5.78876 -2.55907 -2.024 0.466 -2.245
H -0.67652 2.50324 -2.18907 0.054 0.476 -0.801
H 2.18848 0.49224 1.71593 0.511 -1.350 -0.814
H 0.25548 -6.52976 -1.15007 -0.339 -1.810 1.482
H -1.61152 5.03824 -1.63407 1.233 1.951 -1.658
H -0.96952 -4.42076 -0.52907 3.582 -0.071 -0.547
H 1.45848 -5.80776 -2.01907 6.394 -0.426 -1.426
H -0.59952 0.04924 2.30193 0.833 -0.800 -0.577
H -2.83252 3.80124 -2.14107 -1.830 -0.196 -1.636
H 1.01148 -4.22076 -0.11407 -0.294 -1.728 2.103
H -1.04052 1.13924 -0.97207 -3.013 1.494 2.437
H -0.21252 3.14824 -0.68107 0.757 1.145 0.381
H 0.49648 0.89224 3.54293 -0.045 -0.489 -0.326
H 2.53948 1.62524 3.09193 -1.185 0.358 -3.143
H -1.08152 1.40524 3.08693 0.468 0.689 -0.464
H 0.73748 -2.60176 -1.04607 0.919 6.908 5.417
H 2.77248 2.19124 1.15093 -0.106 -1.596 1.711
```
Positions in Å, forces in eV/Å.

The total energy is -1323.39265 Ha. As for the charge: -1. The HOMO energy comes out at -5.0 eV. The max |F| is 10.4 eV/Å. The lowest unoccupied orbital energy comes out at 3.36 eV. The HOMO-LUMO gap is 8.381 eV.

3.
Computed, not measured: C6H18ClO6Zn2 as an isolated structure at a distorted geometry, with the ωB97M-V functional and the def2-TZVPD basis.

```
33
Properties=species:S:1:pos:R:3:forces:R:3
Zn 0.41381 -1.72668 -2.31152 -0.179 -0.049 0.279
Zn 3.71532 1.71517 -1.60371 0.422 0.113 -0.231
Cl 1.68239 0.34273 -1.20503 -0.156 -1.022 -0.797
O 1.95511 -0.21504 4.76006 -1.300 0.499 -1.844
O -0.86885 2.37296 -2.24268 -0.448 0.116 1.684
O -0.98876 -1.11826 -1.04236 2.004 -0.310 -1.640
O 3.31150 -1.38188 2.51365 -2.075 1.939 0.177
O -1.02356 -3.17682 -2.97332 4.461 1.228 -0.126
O -0.34154 1.58686 0.78187 -0.796 1.829 -1.295
C -2.16873 -1.82857 -1.32689 -3.227 -0.842 0.051
C 2.51383 -0.12895 2.49877 4.110 -2.724 -1.856
C 1.36342 -0.23450 3.48264 -0.680 1.058 1.681
C -1.58455 2.71753 -1.08595 -1.384 -0.846 -2.458
C -0.59563 2.84997 0.14961 0.748 -1.326 2.353
C -2.22569 -2.61239 -2.66634 -2.185 0.100 0.993
H -1.03906 -0.49294 -0.31569 -0.152 0.119 0.268
H -0.83958 3.12899 -2.83357 0.212 0.797 -0.819
H -1.14349 -3.97738 -3.48939 0.679 -0.486 -0.494
H -2.95171 -1.09842 -1.53166 -0.268 -0.015 0.773
H -2.38709 -2.44144 -0.45236 -0.213 -0.118 -0.233
H -1.10997 3.43409 0.91275 -0.612 0.191 -0.242
H 4.20329 -1.14314 2.77690 0.614 -0.203 0.149
H 3.27098 0.65311 2.55533 -0.811 0.599 0.552
H -2.28553 3.53837 -1.23749 0.745 0.853 0.186
H -2.26583 1.87443 -0.97128 0.295 -0.489 1.011
H 0.71779 0.63397 3.35225 -0.098 -0.134 0.335
H 0.89748 -1.17781 3.19774 -0.080 -0.305 0.498
H -2.66005 -1.96821 -3.43085 0.449 -0.009 -0.379
H 0.30711 3.38656 -0.14234 0.016 -0.249 -0.337
H 2.05603 -0.16430 1.51020 -0.415 0.330 0.067
H 2.50632 -0.99995 4.71906 0.941 -1.182 0.956
H 0.37377 1.18478 0.28362 0.779 -0.240 -0.152
H -2.80839 -3.53292 -2.63208 -1.396 0.778 0.893
```
Positions in Å, forces in eV/Å.

The total energy is -4707.75895 Ha. The expectation value of S² is 1.75. As for the charge: +4. As for the spin multiplicity: 2. The HOMO energy (spin up / spin down) comes out at -21.5 / -23.4 eV. The max |F| is 5.3 eV/Å. The lowest unoccupied orbital energy (spin up / spin down) comes out at -17.81 / -16.78 eV. The HOMO-LUMO gap (spin up / spin down) is 3.712 / 6.642 eV.

4.
Computed, not measured: C6H18CrHgO8S as an isolated structure at a distorted geometry, with the ωB97M-V functional and the def2-TZVPD basis.

```
35
Properties=species:S:1:pos:R:3:forces:R:3
Hg 1.92551 -1.03694 -1.91566 -2.189 -0.759 -0.651
Cr -1.85409 -0.16226 -1.46210 0.947 1.900 0.369
S -0.40628 -2.12241 -3.90952 -2.002 3.014 -5.765
O 1.87274 -2.91829 -0.47900 0.469 0.188 -0.676
O 0.93509 -2.37804 -3.34784 3.497 -1.158 2.258
O -1.21678 -1.45147 -2.89778 -2.419 0.713 3.962
O -2.40250 1.64559 -0.21726 0.555 -2.588 -0.879
O -0.24777 -1.07249 -4.92295 0.470 -0.824 0.027
O -1.02638 -3.32162 -4.40429 0.600 -0.518 0.960
O 0.14137 -0.21709 -0.88546 -0.036 0.120 0.470
O 0.31820 2.76951 -0.98748 0.228 0.195 -0.363
C 1.20334 3.59689 -0.29037 0.697 0.154 0.945
C 1.11399 -3.07846 1.74037 -0.436 0.486 1.180
C -2.05257 1.54575 2.27540 -0.164 -0.140 -0.527
C -2.96196 1.38440 1.04595 0.416 0.321 -0.355
C 1.41277 3.21941 1.17804 -0.035 0.033 0.206
C 0.74160 -3.39125 0.29468 1.949 -0.084 1.174
H -1.91406 2.61699 2.41900 0.292 -0.062 0.193
H 1.71536 2.18690 1.37270 -0.049 -0.229 -0.482
H 2.25362 3.80428 1.55651 -0.206 0.246 0.200
H -2.62264 1.13554 3.11073 0.221 0.086 0.261
H 0.71637 -4.47500 0.18764 -0.713 0.130 -0.508
H 2.14236 -3.23402 2.07552 0.386 -0.191 -1.017
H 2.21414 3.67552 -0.70730 0.000 -0.349 -0.574
H -0.08997 -2.80249 -0.08038 -0.279 -0.546 0.068
H -3.42671 0.39239 1.03707 -0.305 -0.098 0.409
H -1.07990 1.05493 2.20721 0.046 -0.099 -0.043
H 0.61160 1.85337 -0.92810 -0.208 -0.001 0.112
H 0.84272 4.62590 -0.32155 -0.387 -0.139 -0.113
H 2.62681 -3.50433 -0.37009 -0.050 -0.094 0.062
H -3.70270 2.14962 1.30454 -0.692 -0.228 -0.544
H 0.94644 -2.01861 1.94166 -0.220 -0.027 0.162
H 0.12183 -0.17316 0.08179 0.368 0.231 -0.132
H 0.51863 3.37719 1.78128 0.041 0.171 -0.019
H 0.62982 -3.67626 2.51706 -0.789 0.148 -0.372
```
Positions in Å, forces in eV/Å.

The total energy is -2437.23597 Ha. The expectation value of S² is 6.02. As for the spin multiplicity: 5. The HOMO energy (spin up / spin down) comes out at -8.3 / -8.4 eV. The max |F| is 6.8 eV/Å. The lowest unoccupied orbital energy (spin up / spin down) comes out at -3.88 / -3.87 eV. The HOMO-LUMO gap (spin up / spin down) is 4.418 / 4.533 eV.

5.
Computed, not measured: C6H18CuN4O3S2 as an isolated structure at a distorted geometry, with the ωB97M-V functional and the def2-TZVPD basis.

```
34
Properties=species:S:1:pos:R:3:forces:R:3
Cu -0.55571 0.27285 -0.48348 0.841 0.004 0.775
S -1.81342 1.81903 -1.56012 -0.105 0.324 -0.117
S -2.22502 -0.02302 -2.32092 -1.295 0.103 -1.920
O -3.62428 -0.13883 -2.62349 -0.047 -0.071 0.206
O -1.83105 -0.91792 -1.16756 -0.441 -0.848 -0.058
O -1.33801 -0.27538 -3.44882 0.078 -0.077 0.134
N 0.37013 -1.36130 0.70025 0.023 0.445 -0.022
N -2.03880 0.05037 1.42760 0.096 -0.028 0.448
N 1.05106 -0.58851 -1.95489 0.286 -0.148 -0.277
N 0.86165 1.41941 0.21396 0.220 0.254 0.711
C 1.08927 0.87341 1.55970 0.306 0.058 0.200
C -0.66866 -1.97299 1.53451 -0.089 0.093 0.142
C 1.39121 -0.62361 1.45741 -0.001 -0.020 0.032
C -1.50932 -0.97194 2.32768 0.005 -0.017 -0.172
C 1.75576 -1.72033 -1.36746 -0.135 0.004 0.115
C 0.91894 -2.34148 -0.24498 0.124 -0.028 -0.119
H 1.91613 1.36292 2.08761 -0.051 -0.006 -0.053
H 1.69121 1.36857 -0.36270 -0.033 0.088 -0.089
H 1.52237 -3.09748 0.27687 -0.041 -0.033 -0.004
H 0.30059 -0.86213 -2.59285 -0.028 -0.015 -0.022
H -2.46451 0.81919 1.92896 -0.041 -0.020 0.020
H 1.67183 -0.01222 -2.50984 0.027 -0.016 -0.020
H -1.34130 -2.50215 0.85871 0.060 -0.077 -0.011
H -2.29017 -1.54375 2.84028 0.042 -0.016 0.059
H 1.51813 -1.03533 2.46619 -0.003 -0.023 -0.019
H -0.22586 -2.69570 2.23461 -0.022 -0.053 -0.049
H 1.97171 -2.51586 -2.08815 0.050 -0.029 0.044
H -2.73795 -0.34648 0.81019 0.003 0.082 -0.144
H 2.34967 -0.73539 0.94739 -0.001 -0.047 0.036
H 0.49711 2.36407 0.21526 0.199 0.083 0.089
H 0.06562 -2.84188 -0.70414 -0.024 -0.007 0.055
H 0.17752 1.04249 2.12453 0.005 0.041 0.045
H -0.91032 -0.49127 3.10408 0.004 0.001 0.013
H 2.72055 -1.37858 -0.98270 -0.014 0.001 -0.027
```
Positions in Å, forces in eV/Å.

The total energy is -3121.04606 Ha. The expectation value of S² is 0.75. As for the spin multiplicity: 2. The HOMO energy (spin up / spin down) comes out at -7.9 / -7.9 eV. The max |F| is 2.3 eV/Å. The lowest unoccupied orbital energy (spin up / spin down) comes out at 0.11 / -0.02 eV. The HOMO-LUMO gap (spin up / spin down) is 8.050 / 7.844 eV.

6.
Computed, not measured: a 4-piece molecular cluster, C6H18F3N3O6S overall at a distorted geometry, with the ωB97M-V functional and the def2-TZVPD basis.

```
37
Properties=species:S:1:pos:R:3:forces:R:3
S 0.71368 3.08037 0.94420 2.570 1.567 0.348
F -0.04298 5.55989 1.55733 -0.214 0.394 0.590
F -1.49533 4.42570 0.43491 -0.251 0.492 -0.672
F 0.32366 5.30213 -0.51418 -0.566 -0.081 -0.658
O 2.08342 3.49435 1.28411 -1.662 -0.233 -0.280
O -0.64664 -0.81612 -2.52594 -0.627 -0.096 -0.157
O -1.13593 0.45645 -0.22057 -0.396 -0.408 0.252
O 0.68850 2.36073 -0.33738 -0.889 -0.518 0.059
O -1.09310 -1.72419 1.45417 0.740 -0.058 0.113
O -0.02339 2.45761 2.02063 -0.445 -0.099 -0.396
N -1.12704 -1.13545 -4.77735 0.146 0.022 1.239
N 1.38173 -0.51837 0.58908 0.612 0.003 -0.008
N 0.71450 0.02843 -4.12640 -0.732 -0.825 0.431
C 1.34667 -1.44327 1.71369 -0.502 -0.679 0.545
C -0.38307 -0.67812 -3.71981 0.699 0.894 -0.329
C -2.17844 -2.62248 1.34051 -0.380 0.512 0.256
C 0.17395 -2.41663 1.55788 -0.744 0.098 -0.744
C 1.27114 -0.62089 2.99413 -0.423 0.653 0.068
C -0.20239 4.71920 0.55154 1.347 -1.859 1.096
H 1.38352 -1.20426 3.90677 -0.079 -0.172 -0.106
H -2.12804 -3.24875 0.44534 0.161 -0.004 -0.004
H 0.23500 -3.01334 0.63915 0.485 0.185 -0.240
H -0.92072 0.09272 -1.11953 0.159 -0.007 -0.275
H -2.25580 -3.24145 2.23791 0.037 -0.106 -0.067
H 1.32119 0.40317 -3.41836 0.203 0.045 -0.262
H 0.34103 -0.04923 3.02810 -0.150 -0.252 0.065
H -2.09327 -1.35444 -4.61891 0.099 -0.336 -0.214
H -1.13262 -0.33777 0.38801 0.145 -0.035 0.241
H 0.12800 -3.18957 2.33042 0.007 0.410 0.505
H 2.01475 0.17906 3.01778 0.307 -0.268 -0.139
H 2.18397 -2.14368 1.83245 0.434 0.248 -0.407
H 1.72482 -0.91602 -0.27934 -0.133 -0.347 0.098
H -0.66102 -1.24011 -5.65334 -0.435 -0.066 -0.398
H -0.36075 1.03684 0.06031 0.222 0.441 -0.426
H -3.05877 -1.98116 1.28932 -0.123 -0.230 -0.062
H 0.87049 0.07371 -5.11119 0.571 0.535 -0.044
H 2.03926 0.22495 0.80455 -0.192 0.179 -0.021
```
Positions in Å, forces in eV/Å.

The total energy is -1552.92990 Ha. The HOMO energy comes out at -9.1 eV. The max |F| is 3.0 eV/Å. The lowest unoccupied orbital energy comes out at 0.06 eV. The HOMO-LUMO gap is 9.167 eV.